Record 1
DFT (ωB97M-V/def2-TZVPD) results for CH4FNO2 in the gas phase at a distorted geometry.

The geometry in XYZ format:
```
9
Properties=species:S:1:pos:R:3:forces:R:3:lowdin_charge:R:1
F -2.406 0.204 -0.273 2.918 0.661 1.178 -0.144
O 1.181 1.019 -0.282 -0.243 -2.161 1.813 -0.018
O 0.473 -1.113 0.086 2.088 3.990 -0.351 0.031
N -1.062 0.684 0.404 -2.560 1.951 -3.517 0.155
C 0.003 0.191 -0.381 2.041 -0.168 -0.816 -0.442
H -0.355 0.318 -1.433 0.379 -0.895 0.657 0.170
H 1.776 0.476 0.349 -1.226 1.436 -1.446 0.139
H -1.174 0.232 1.230 -0.367 -1.832 3.192 0.075
H -0.189 -1.697 -0.079 -3.030 -2.984 -0.711 0.034
```
Forces are in eV/Å.

Values from the calculation:
LUMO energy   0.3 eV
SMILES   OC(O)NF
Max |F|   4.8 eV/Å
HOMO-LUMO gap   11.34 eV
Energy above the lowest of the compared OMol25 structures with the same formula, charge and spin   91.99 kcal per mole

---

Record 2
DFT (ωB97M-V/def2-TZVPD) results for CH4FNO2 in the gas phase at a distorted geometry.

The geometry in XYZ format:
```
9
Properties=species:S:1:pos:R:3:forces:R:3:lowdin_charge:R:1
F 0.185 -1.654 -1.675 -0.666 0.600 1.170 -0.061
O 0.820 -0.709 0.865 0.806 0.063 -0.068 0.000
O -0.173 1.269 0.278 -2.204 -1.021 0.329 0.037
N -0.526 -0.629 -0.966 -0.647 0.602 -2.654 0.054
C 0.385 0.112 -0.225 3.012 -0.131 0.461 -0.553
H -1.104 -1.031 -0.285 -1.196 -2.003 0.774 0.104
H 1.210 0.295 -0.934 -0.078 0.556 0.661 0.167
H -1.051 0.943 0.675 1.754 1.185 -0.551 0.146
H 1.791 -0.693 0.971 -0.781 0.150 -0.120 0.107
```
Forces are in eV/Å.

Values from the calculation:
LUMO energy   0.7 eV
SMILES   OC(O)NF
Max |F|   3.0 eV/Å
HOMO-LUMO gap   11.22 eV
Energy above the lowest of the compared OMol25 structures with the same formula, charge and spin   81.26 kcal per mole

---

Record 3
DFT (ωB97M-V/def2-TZVPD) results for 2 unconnected molecules or ions with the total composition CH4FNP2 at a distorted geometry.

The geometry in XYZ format:
```
9
Properties=species:S:1:pos:R:3:forces:R:3:lowdin_charge:R:1
P 0.524 0.160 0.466 -0.531 -2.343 0.630 0.403
P -1.703 -0.075 0.218 1.210 1.927 -2.667 0.526
F -2.253 -0.341 -2.877 -0.023 0.250 -0.487 0.028
N -0.091 0.347 -2.863 1.650 0.462 0.790 0.092
C -1.170 0.131 -2.305 0.683 -0.206 3.262 -0.492
H 0.843 0.613 -2.333 -3.077 -0.702 -1.021 0.087
H -1.177 -1.263 -0.133 -0.213 -2.141 -0.234 -0.270
H 0.437 -0.085 1.899 0.254 0.346 -0.726 -0.144
H 0.713 1.472 0.508 0.047 2.407 0.453 -0.230
```
Forces are in eV/Å.

Values from the calculation:
LUMO energy (spin up / spin down)   -0.6 / -0.6 eV
Max |F|   3.5 eV/Å
HOMO-LUMO gap (spin up / spin down)   8.36 / 8.36 eV
Energy above the lowest of the compared OMol25 structures with the same formula, charge and spin   84.84 kcal per mole

---

Record 4
DFT (ωB97M-V/def2-TZVPD) results for a molecular structure, CH4FP at a distorted geometry.

The geometry in XYZ format:
```
7
Properties=species:S:1:pos:R:3:forces:R:3:lowdin_charge:R:1
P 0.831 0.889 -0.059 1.808 -4.177 0.624 0.931
F 2.053 -0.762 0.293 -2.205 3.105 -0.948 -0.534
C -0.695 -0.170 -0.344 0.735 0.823 1.996 -0.383
H -1.359 0.537 -0.786 -0.808 0.404 -0.699 -0.013
H -0.336 -0.869 -1.120 -0.753 -0.349 0.856 0.034
H 0.678 0.797 1.310 0.029 0.664 0.734 -0.114
H -1.173 -0.422 0.705 1.194 -0.470 -2.564 0.080
```
Forces are in eV/Å.

Values from the calculation:
LUMO energy   -0.6 eV
Max |F|   4.6 eV/Å
HOMO-LUMO gap   10.10 eV
Energy above the lowest of the compared OMol25 structures with the same formula, charge and spin   40.04 kcal per mole

---

Record 5
DFT (ωB97M-V/def2-TZVPD) results for 2 unconnected molecules or ions with the total composition CH4FPS2 at a distorted geometry.

The geometry in XYZ format:
```
9
Properties=species:S:1:pos:R:3:forces:R:3:lowdin_charge:R:1
S -0.260 0.552 -1.298 -0.752 -1.045 -1.080 0.602
S 2.958 1.082 -0.318 1.745 2.434 -1.634 0.235
P 2.102 -0.395 0.552 -0.843 -2.578 1.370 0.262
F 1.177 0.391 1.619 -0.446 -0.006 0.368 -0.487
C -1.371 -0.572 -0.366 3.218 -1.750 1.755 -0.455
H 0.069 1.174 -0.191 0.042 0.604 0.444 -0.196
H -1.747 0.077 0.308 -1.849 2.243 2.120 -0.041
H -2.213 -1.128 -0.716 0.080 -0.349 -1.240 0.030
H -0.715 -1.181 0.408 -1.195 0.448 -2.103 0.051
```
Forces are in eV/Å.

Values from the calculation:
Multiplicity   3
LUMO energy (spin up / spin down)   0.8 / -3.5 eV
Max |F|   4.1 eV/Å
HOMO-LUMO gap (spin up / spin down)   8.01 / 5.52 eV
Energy above the lowest of the compared OMol25 structures with the same formula, charge and spin   28.46 kcal per mole
⟨S²⟩   2.008

---

Record 6
DFT (ωB97M-V/def2-TZVPD) results for a molecular structure, CH4I2N2 at a distorted geometry.

The geometry in XYZ format:
```
9
Properties=species:S:1:pos:R:3:forces:R:3:lowdin_charge:R:1
I 0.088 2.702 0.442 -0.670 1.540 1.123 0.687
I 2.974 0.875 -0.321 -0.669 0.247 0.306 0.592
N 0.292 -0.636 0.417 2.669 1.622 -1.984 -0.092
N 0.911 1.128 -0.323 0.201 -4.546 -0.169 -1.224
C -0.911 -0.818 -0.282 -0.168 0.746 -0.593 -0.235
H -1.232 -1.842 -0.064 -0.142 -0.043 -0.159 0.089
H -0.537 -0.734 -1.324 -1.418 -0.002 0.224 0.084
H 0.119 -0.569 1.375 -0.135 0.977 2.187 0.027
H -1.703 -0.104 0.079 0.332 -0.541 -0.935 0.072
```
Forces are in eV/Å.

Values from the calculation:
LUMO energy (spin up / spin down)   -1.1 / -1.2 eV
Max |F|   4.6 eV/Å
HOMO-LUMO gap (spin up / spin down)   7.44 / 7.36 eV
Energy above the lowest of the compared OMol25 structures with the same formula, charge and spin   60.01 kcal per mole

---

Record 7
DFT (ωB97M-V/def2-TZVPD) results for 2 unconnected molecules or ions with the total composition CH4I2NOPS at a distorted geometry.

The geometry in XYZ format:
```
11
Properties=species:S:1:pos:R:3:forces:R:3:lowdin_charge:R:1
I -2.201 3.018 0.068 0.205 -0.495 -0.029 0.245
I -2.187 -2.482 -0.110 0.058 -0.211 -0.111 0.377
S -2.625 -0.287 0.662 -0.669 -0.016 0.729 -0.229
P -1.385 0.726 -0.652 0.295 0.790 -0.845 0.052
O 1.678 -1.474 -0.805 -4.130 2.089 -4.873 -0.090
N 0.069 0.421 0.087 0.428 1.808 0.595 -0.418
C 1.056 1.127 0.488 -0.501 -2.645 0.374 -0.078
H 1.190 2.196 0.508 -0.433 0.475 -0.189 0.061
H 1.903 -2.024 -0.147 1.148 -3.312 3.724 -0.046
H 1.828 0.478 0.941 0.158 0.798 -0.380 0.079
H 0.674 -1.701 -1.041 3.441 0.717 1.004 0.047
```
Forces are in eV/Å.

Values from the calculation:
LUMO energy   -1.0 eV
SMILES   C=NP(I)SI.O
Max |F|   6.7 eV/Å
HOMO-LUMO gap   8.05 eV
Energy above the lowest of the compared OMol25 structures with the same formula, charge and spin   32.26 kcal per mole

---

Record 8
DFT (ωB97M-V/def2-TZVPD) results for a molecular structure, CH4I2OSi.

The geometry in XYZ format:
```
9
Properties=species:S:1:pos:R:3:forces:R:3:lowdin_charge:R:1
I -1.799 -0.370 2.594 0.215 0.111 -0.181 0.726
I -0.885 2.433 0.582 0.075 -0.224 0.029 0.680
Si 0.576 -0.563 -1.255 -0.020 0.059 0.041 0.593
O -0.440 -0.460 0.038 -0.632 -0.230 0.155 -0.539
C -0.414 0.353 1.092 -0.065 0.538 0.808 -1.307
H 1.948 -0.602 -0.745 0.304 -0.096 -0.038 -0.051
H 0.389 0.611 -2.100 0.017 0.107 -0.308 -0.065
H 0.065 -1.812 -1.784 0.218 -0.312 -0.532 -0.048
H 0.560 0.409 1.580 -0.111 0.046 0.025 0.010
```
Forces are in eV/Å.

Values from the calculation:
LUMO energy   -0.3 eV
Max |F|   1.0 eV/Å
HOMO-LUMO gap   9.00 eV
Energy above the lowest of the compared OMol25 structures with the same formula, charge and spin   60.47 kcal per mole

---

Please write out number 2 again, unchanged.
DFT (ωB97M-V/def2-TZVPD) results for CH4FNO2 in the gas phase at a distorted geometry.

The geometry in XYZ format:
```
9
Properties=species:S:1:pos:R:3:forces:R:3:lowdin_charge:R:1
F 0.185 -1.654 -1.675 -0.666 0.600 1.170 -0.061
O 0.820 -0.709 0.865 0.806 0.063 -0.068 0.000
O -0.173 1.269 0.278 -2.204 -1.021 0.329 0.037
N -0.526 -0.629 -0.966 -0.647 0.602 -2.654 0.054
C 0.385 0.112 -0.225 3.012 -0.131 0.461 -0.553
H -1.104 -1.031 -0.285 -1.196 -2.003 0.774 0.104
H 1.210 0.295 -0.934 -0.078 0.556 0.661 0.167
H -1.051 0.943 0.675 1.754 1.185 -0.551 0.146
H 1.791 -0.693 0.971 -0.781 0.150 -0.120 0.107
```
Forces are in eV/Å.

Values from the calculation:
LUMO energy   0.7 eV
SMILES   OC(O)NF
Max |F|   3.0 eV/Å
HOMO-LUMO gap   11.22 eV
Energy above the lowest of the compared OMol25 structures with the same formula, charge and spin   81.26 kcal per mole